<1>
Molecular formula: CH3NO
Method: DFT, wB97M-V/def2-TZVPD

Each line ends with the natural charge from an NBO analysis.
Element x y z (Å)
O1 -1.03 0.17 -1.10  -0.509
N1 -0.66 0.55 0.10  -0.065
C1 0.41 0.06 0.59  -0.221
H1 -0.51 -0.62 -1.37  0.437
H2 0.62 0.39 1.64  0.195
H3 1.17 -0.54 0.15  0.162

The HOMO energy is -10.062 eV. As for the multiplicity: 1. The lowest unoccupied orbital energy comes out at 0.990 eV.



<2>
Molecular formula: CH3NO
Method: DFT, wB97M-V/def2-TZVPD

Each line ends with the natural charge from an NBO analysis.
Element x y z (Å)
O1 -1.85 0.29 0.04  -0.509
N1 0.27 -0.73 -0.11  -0.842
C1 -0.68 0.14 -0.01  0.636
H1 1.23 -0.44 -0.11  0.425
H2 0.96 2.47 0.38  -0.095
H3 0.07 -1.73 -0.19  0.385

The HOMO energy (spin up / spin down) is -7.526 / -10.418 eV. As for the multiplicity: 1. The lowest unoccupied orbital energy (spin up / spin down) comes out at -0.362 / 0.208 eV.



<3>
Molecular formula: CH3NO
Method: DFT, wB97M-V/def2-TZVPD

Each line ends with the natural charge from an NBO analysis.
Element x y z (Å)
O1 1.35 0.23 -0.55  -0.565
N1 -0.88 0.33 0.23  -0.743
C1 0.28 -0.28 -0.31  0.432
H1 -0.57 1.31 0.13  0.370
H2 0.05 -1.36 -0.48  0.119
H3 -0.24 -0.22 0.98  0.387

The HOMO energy is -10.544 eV. As for the multiplicity: 1. The lowest unoccupied orbital energy comes out at 0.890 eV.



The structure with the greatest stability is <3>.



<1>
Molecular formula: C23H33N3O4
Method: DFT, wB97M-V/def2-TZVPD

Each line ends with the natural charge from an NBO analysis.
Element x y z (Å)
O1 4.59 -2.11 0.62  -0.497
O2 -8.16 -0.55 -0.77  -0.522
O3 6.44 -3.13 -0.31  -0.479
O4 -4.20 -2.06 1.26  -0.636
N1 -5.61 -0.53 0.47  -0.446
N2 3.68 1.81 0.19  -0.440
N3 -0.47 0.60 0.04  -0.451
C1 -6.74 -1.18 1.10  -0.259
C2 -0.81 -0.53 -0.80  -0.218
C3 -2.80 0.87 0.72  -0.396
C4 6.65 -1.77 -0.25  0.231
C5 0.79 1.30 -0.27  -0.039
C6 -4.38 -1.07 0.59  0.706
C7 5.47 0.21 0.51  -0.091
C8 2.65 2.65 0.77  -0.216
C9 -6.04 0.58 -0.36  -0.243
C10 -1.59 1.53 0.08  -0.212
C11 7.74 -1.05 -0.66  -0.266
C12 -3.22 -0.35 -0.11  -0.319
C13 5.16 -3.34 0.24  0.238
C14 1.33 1.92 1.03  -0.415
C15 -7.74 -1.64 0.04  -0.077
C16 7.68 0.33 -0.48  -0.213
C17 -2.01 -1.27 -0.21  -0.382
C18 -7.06 0.07 -1.39  -0.075
C19 1.88 0.40 -0.85  -0.432
C20 4.27 0.87 1.12  -0.245
C21 5.54 -1.16 0.32  0.283
C22 6.58 0.94 0.09  -0.202
C23 3.18 1.20 -1.03  -0.221
H1 -2.25 -2.14 -0.83  0.212
H2 -6.56 -0.65 -2.07  0.162
H3 -5.21 1.05 -0.87  0.216
H4 -1.76 -1.64 0.79  0.228
H5 0.60 2.11 -1.00  0.162
H6 3.03 3.07 1.71  0.200
H7 -1.30 2.40 0.67  0.204
H8 -6.36 -2.03 1.67  0.255
H9 4.58 1.44 2.00  0.211
H10 1.59 0.01 -1.82  0.214
H11 0.61 2.62 1.45  0.206
H12 -7.27 -2.41 -0.59  0.167
H13 1.47 1.12 1.76  0.206
H14 3.57 0.08 1.45  0.184
H15 3.00 2.01 -1.75  0.192
H16 -6.53 1.32 0.28  0.198
H17 -3.62 1.60 0.79  0.205
H18 2.07 -0.44 -0.18  0.206
H19 -7.47 0.89 -1.98  0.196
H20 5.24 -4.00 1.12  0.157
H21 -3.52 -0.04 -1.11  0.204
H22 6.56 2.01 0.21  0.222
H23 8.52 0.93 -0.79  0.215
H24 8.60 -1.53 -1.10  0.227
H25 4.51 -3.82 -0.51  0.156
H26 -1.05 -0.22 -1.83  0.151
H27 2.47 3.48 0.08  0.190
H28 -7.23 -0.47 1.78  0.192
H29 3.96 0.56 -1.44  0.212
H30 -1.85 1.88 -0.94  0.155
H31 -8.64 -2.04 0.49  0.198
H32 0.03 -1.22 -0.83  0.210
H33 -2.54 0.54 1.72  0.220

The HOMO energy is -8.097 eV. As for the multiplicity: 1. The lowest unoccupied orbital energy comes out at 0.727 eV.



<2>
Molecular formula: C23H33N3O4
Method: DFT, wB97M-V/def2-TZVPD

Each line ends with the natural charge from an NBO analysis.
Element x y z (Å)
O1 1.48 -1.39 1.51  -0.658
O2 -6.17 -1.60 1.35  -0.494
O3 -4.55 2.62 -0.17  -0.512
O4 -0.48 2.30 -0.33  -0.658
N1 -0.94 -0.88 -1.14  -0.453
N2 1.38 1.48 0.63  -0.635
N3 1.34 -2.41 -0.47  -0.611
C1 0.07 1.46 0.36  0.690
C2 0.80 -2.48 -1.81  -0.238
C3 -0.54 -1.02 0.25  -0.142
C4 2.25 2.55 0.20  -0.211
C5 3.38 2.07 -0.72  -0.434
C6 0.12 -1.13 -2.08  -0.213
C7 -4.27 -1.50 -0.01  -0.298
C8 0.85 -1.60 0.48  0.683
C9 5.80 0.23 1.71  -0.433
C10 -3.41 0.59 -0.84  -0.374
C11 4.97 1.25 1.00  -0.191
C12 -5.36 0.56 0.57  -0.391
C13 -0.69 0.31 1.01  -0.494
C14 -7.22 -0.97 2.03  -0.252
C15 -4.41 1.27 -0.17  0.423
C16 -3.60 3.39 -0.87  -0.270
C17 4.23 1.00 -0.07  0.005
C18 -3.33 -0.80 -0.75  0.009
C19 4.67 -1.44 0.26  -0.414
C20 -2.21 -1.51 -1.46  -0.221
C21 4.18 -0.36 -0.70  -0.432
C22 6.00 -1.02 0.87  -0.389
C23 -5.29 -0.82 0.65  0.334
H1 -3.68 3.22 -1.95  0.170
H2 6.41 -1.82 1.49  0.208
H3 6.71 -0.81 0.07  0.194
H4 -0.27 -1.09 -3.09  0.213
H5 -2.36 -1.41 -2.54  0.210
H6 1.61 -2.67 -2.52  0.209
H7 -1.21 -1.74 0.74  0.235
H8 1.79 0.74 1.19  0.426
H9 -7.88 -0.42 1.35  0.177
H10 5.30 -0.03 2.65  0.209
H11 -6.12 1.14 1.07  0.228
H12 3.16 -0.57 -1.02  0.204
H13 3.99 2.93 -0.98  0.219
H14 6.77 0.67 1.98  0.211
H15 -0.32 0.16 2.03  0.239
H16 -7.79 -1.77 2.51  0.198
H17 4.78 -2.39 -0.27  0.195
H18 -1.74 0.58 1.04  0.248
H19 0.87 -0.33 -1.97  0.202
H20 -4.23 -2.57 0.08  0.217
H21 0.07 -3.29 -1.89  0.189
H22 4.81 -0.36 -1.60  0.208
H23 -6.85 -0.29 2.80  0.177
H24 2.69 3.02 1.09  0.189
H25 1.63 3.27 -0.32  0.235
H26 -2.65 1.10 -1.41  0.248
H27 -2.23 -2.58 -1.21  0.169
H28 3.93 -1.57 1.06  0.223
H29 4.98 2.25 1.43  0.195
H30 2.24 -2.83 -0.28  0.412
H31 2.94 1.68 -1.64  0.205
H32 -2.58 3.18 -0.54  0.221
H33 -3.85 4.43 -0.66  0.192

The HOMO energy is -8.058 eV. As for the multiplicity: 1. The lowest unoccupied orbital energy comes out at 0.634 eV.



The structure with the greatest stability is <2>.



<1>
Molecular formula: C6H11ClN2
Method: DFT, wB97M-V/def2-TZVPD

Each line ends with the natural charge from an NBO analysis.
Element x y z (Å)
Cl1 5.75 3.57 4.88  -0.802
N1 4.05 5.29 6.69  -0.348
N2 3.79 5.91 4.60  -0.345
C1 3.87 5.83 3.17  -0.399
C2 4.67 6.51 6.56  -0.031
C3 4.40 4.38 7.76  -0.227
C4 3.20 4.17 8.71  -0.619
C5 4.49 6.92 5.26  -0.074
C6 3.70 4.86 5.40  0.321
H1 4.79 7.82 4.71  0.234
H2 2.81 5.07 9.18  0.217
H3 4.89 5.79 2.91  0.236
H4 5.21 4.87 8.33  0.202
H5 3.36 4.93 2.89  0.221
H6 3.40 3.87 5.05  0.285
H7 3.34 6.68 2.65  0.209
H8 2.47 3.65 8.04  0.209
H9 3.47 3.39 9.49  0.222
H10 4.78 3.55 7.21  0.262
H11 5.01 7.00 7.43  0.228

The HOMO energy is -8.004 eV. As for the multiplicity: 1. The lowest unoccupied orbital energy comes out at 0.755 eV.



<2>
Molecular formula: C6H11ClN2
Method: DFT, wB97M-V/def2-TZVPD

Each line ends with the natural charge from an NBO analysis.
Element x y z (Å)
Cl1 21.38 17.53 -25.25  -0.998
N1 26.00 22.26 -27.95  -0.284
N2 24.59 22.31 -29.68  -0.281
C1 26.16 23.49 -28.61  -0.046
C2 22.83 20.59 -30.17  -0.679
C3 23.48 21.99 -30.56  -0.217
C4 26.52 21.68 -26.73  -0.413
C5 25.37 23.44 -29.76  -0.038
C6 25.16 21.49 -28.70  0.255
H1 23.42 19.70 -30.38  0.235
H2 26.79 22.53 -26.09  0.234
H3 27.40 21.10 -26.99  0.229
H4 23.84 21.94 -31.58  0.221
H5 21.94 20.20 -30.67  0.269
H6 25.19 24.16 -30.54  0.250
H7 22.53 20.45 -29.13  0.252
H8 25.77 21.04 -26.26  0.256
H9 22.93 22.92 -30.62  0.232
H10 26.81 24.24 -28.20  0.253
H11 24.87 20.47 -28.53  0.269

The HOMO energy is -5.486 eV. As for the multiplicity: 1. The lowest unoccupied orbital energy comes out at -1.352 eV.



The structure with the greatest stability is <1>.



<1>
Molecular formula: C4H7NO4
Method: DFT, wB97M-V/def2-TZVPD

Each line ends with the natural charge from an NBO analysis.
Element x y z (Å)
O1 1.12 0.20 1.25  -0.725
O2 -1.20 -1.37 0.86  -0.523
O3 -2.42 0.16 -0.42  -0.589
O4 -1.69 0.66 1.68  -0.695
N1 0.48 -1.04 -0.61  -0.462
C1 -1.73 -0.05 0.53  0.955
C2 1.52 1.13 -0.95  -0.663
C3 -0.42 -1.86 -0.10  0.338
C4 0.69 0.23 -0.08  0.142
H1 -2.20 1.47 1.53  0.506
H2 0.90 -1.30 -1.50  0.405
H3 2.59 0.88 -0.91  0.194
H4 0.38 0.45 1.83  0.489
H5 -0.65 -2.82 -0.54  0.190
H6 1.19 1.11 -1.99  0.208
H7 1.43 2.16 -0.60  0.230

The HOMO energy (spin up / spin down) is -6.822 / -6.825 eV. As for the multiplicity: 1. The lowest unoccupied orbital energy (spin up / spin down) comes out at 0.508 / 0.511 eV.



<2>
Molecular formula: C4H7NO4
Method: DFT, wB97M-V/def2-TZVPD

Each line ends with the natural charge from an NBO analysis.
Element x y z (Å)
O1 -0.80 1.04 -1.30  -0.743
O2 -0.70 -0.60 -2.92  -0.503
O3 -5.18 -1.70 -3.57  -0.698
O4 -3.53 -0.03 -2.19  -0.696
N1 -2.67 -2.00 -1.32  -0.468
C1 -3.63 -1.32 -1.80  0.566
C2 -0.91 -0.34 -1.77  0.777
C3 -1.57 -1.27 -0.75  -0.376
C4 -4.93 -1.95 -2.21  -0.117
H1 -0.72 1.09 -0.33  0.478
H2 -0.80 -1.97 -0.38  0.239
H3 -3.04 0.64 -1.52  0.510
H4 -5.72 -1.52 -1.58  0.174
H5 -4.86 -3.03 -1.99  0.192
H6 -1.88 -0.69 0.13  0.192
H7 -6.00 -2.12 -3.83  0.473

The HOMO energy is -10.020 eV. As for the multiplicity: 1. The lowest unoccupied orbital energy comes out at 0.290 eV.



The structure with the greatest stability is <2>.



<1>
Molecular formula: C4H7NO4
Method: DFT, wB97M-V/def2-TZVPD

Each line ends with the natural charge from an NBO analysis.
Element x y z (Å)
O1 1.78 0.11 0.46  -0.631
O2 2.65 0.69 -2.34  -0.524
O3 -0.19 -0.76 2.45  -0.626
O4 -2.25 -1.55 2.43  -0.588
N1 0.76 0.01 -0.79  -0.235
C1 -0.44 0.73 -0.21  -0.286
C2 -1.42 -0.22 0.38  -0.559
C3 -1.30 -0.94 1.77  0.763
C4 1.47 0.46 -2.04  0.522
H1 2.58 -0.55 -0.34  0.509
H2 -2.57 0.29 0.32  0.291
H3 -0.70 1.51 -1.21  0.240
H4 -1.54 -1.30 -0.49  0.257
H5 0.71 0.58 -2.86  0.135
H6 0.44 -0.54 1.89  0.485
H7 0.01 1.46 0.59  0.246

The HOMO energy is -10.318 eV. As for the multiplicity: 1. The lowest unoccupied orbital energy comes out at -0.149 eV.



<2>
Molecular formula: C4H7NO4
Method: DFT, wB97M-V/def2-TZVPD

Each line ends with the natural charge from an NBO analysis.
Element x y z (Å)
O1 0.63 0.08 -2.64  -0.588
O2 1.07 -1.65 -0.12  -0.715
O3 -1.29 -0.67 -1.81  -0.706
O4 1.90 -0.23 1.46  -0.557
N1 -0.63 0.89 2.05  -0.793
C1 1.05 -0.51 0.72  0.772
C2 -0.32 0.14 0.69  -0.159
C3 -0.47 1.08 -0.56  -0.516
C4 -0.27 0.24 -1.80  0.793
H1 0.12 1.58 2.17  0.363
H2 1.94 -2.17 0.14  0.500
H3 0.32 1.89 -0.54  0.241
H4 -1.10 -0.66 0.68  0.243
H5 -1.49 1.41 -0.63  0.258
H6 -1.03 -1.37 -2.54  0.507
H7 -0.42 -0.07 2.73  0.360

The HOMO energy is -10.470 eV. As for the multiplicity: 1. The lowest unoccupied orbital energy comes out at 0.471 eV.



The structure with the greatest stability is <2>.



<1>
Molecular formula: C5H6OS
Method: DFT, wB97M-V/def2-TZVPD

Each line ends with the natural charge from an NBO analysis.
Element x y z (Å)
S1 0.21 1.43 -0.72  0.300
O1 -0.72 -1.40 0.46  -0.494
C1 1.08 0.10 0.29  -0.413
C2 1.44 -0.52 1.62  -0.406
C3 -1.33 -0.88 -0.70  0.106
C4 -0.06 -0.43 1.11  0.071
C5 -0.89 0.26 -1.33  -0.518
H1 1.53 0.23 2.42  0.218
H2 -2.05 -1.66 -1.03  0.215
H3 1.16 -0.81 -0.41  0.219
H4 2.19 -1.44 1.70  0.253
H5 -1.16 0.50 -2.39  0.254
H6 -0.64 0.33 1.63  0.194

The HOMO energy is -8.153 eV. As for the multiplicity: 1. The lowest unoccupied orbital energy comes out at 0.909 eV.



<2>
Molecular formula: C5H6OS
Method: DFT, wB97M-V/def2-TZVPD

Each line ends with the natural charge from an NBO analysis.
Element x y z (Å)
S1 1.66 0.93 2.15  0.091
O1 0.74 -0.52 -1.23  -0.509
C1 -0.84 0.75 -0.73  -0.423
C2 0.71 0.75 -0.53  0.002
C3 -0.52 -0.75 -0.56  0.075
C4 -0.10 -0.93 0.88  -0.523
C5 0.82 0.29 0.95  -0.073
H1 -0.85 -0.88 1.66  0.239
H2 0.48 -1.84 1.02  0.248
H3 1.45 1.50 -0.95  0.222
H4 -1.09 -1.58 -1.01  0.206
H5 -1.12 0.97 -1.75  0.235
H6 -1.34 1.30 0.11  0.211

The HOMO energy is -8.584 eV. As for the multiplicity: 1. The lowest unoccupied orbital energy comes out at -0.058 eV.



The structure with the greatest stability is <2>.